Below is a structure of composition C33H51Br2NO4S4SiSr at a distorted geometry, with properties calculated with ωB97M-V with the def2-TZVPD basis set.

Last column: Mulliken charge in e.
Positions of all 97 atoms, in Å:
1 Sr 10.2562 11.4175 10.9977  0.949
2 C 8.6297 15.0046 12.8156  -1.282
3 C 8.3939 14.4389 14.1722  -0.680
4 S 9.6165 13.1525 14.5996  0.119
5 C 8.7300 12.3186 15.9675  -0.640
6 C 7.7408 11.3283 15.4422  -0.994
7 S 8.0202 10.7727 13.7248  0.396
8 C 6.4008 10.1125 13.3646  -0.929
9 C 6.1615 9.7300 11.9217  -0.758
10 S 7.1790 10.6228 10.6571  0.102
11 C 6.3645 12.2625 10.7277  -1.048
12 C 6.8650 13.2000 11.8008  0.105
13 S 8.4930 13.8702 11.4104  0.398
14 H 9.6524 15.3396 12.7116  0.471
15 H 7.9923 15.8585 12.6226  0.447
16 H 7.3619 14.0360 14.2950  0.320
17 H 8.5224 15.1957 14.9619  0.513
18 H 8.2773 13.0933 16.6165  0.408
19 H 9.5449 11.7909 16.5559  0.228
20 H 6.7549 11.7843 15.4926  0.410
21 H 7.7596 10.4242 16.0847  0.527
22 H 5.6576 10.8196 13.6772  0.386
23 H 6.2542 9.2404 14.0364  0.573
24 H 5.0746 9.8862 11.7270  0.352
25 H 6.4271 8.6514 11.7589  0.331
26 H 5.3152 12.0284 10.8361  0.609
27 H 6.5110 12.6378 9.7130  0.393
28 H 6.9170 12.6692 12.7771  -0.573
29 H 6.1090 14.0034 11.9102  0.429
30 O 9.3159 13.3909 7.1193  -0.754
31 C 9.7661 13.3445 8.2685  -0.027
32 O 9.2228 12.6386 9.2227  -0.368
33 C 10.9858 14.0212 8.5820  0.575
34 C 11.3947 14.9851 7.6102  -0.827
35 C 12.5079 15.7126 7.9213  -0.312
36 C 13.2470 15.3860 9.0781  -0.635
37 C 12.7645 14.4228 9.9511  -0.614
38 N 11.6286 13.7615 9.6972  0.496
39 H 10.7745 15.1662 6.7250  0.484
40 H 12.8936 16.4783 7.2551  0.413
41 H 14.2281 15.8385 9.3007  0.359
42 H 13.2182 14.2237 10.9158  0.535
43 Br 11.2164 5.8100 9.5420  -0.182
44 C 12.1891 6.9430 8.2783  -0.020
45 C 12.7450 6.2620 7.1589  -0.459
46 C 13.7052 6.8644 6.3446  -0.509
47 C 14.0286 8.2027 6.6351  -0.385
48 C 13.3791 8.9310 7.6270  -0.505
49 C 12.3947 8.3343 8.4764  0.374
50 C 11.7532 9.2448 9.4863  1.170
51 O 10.6412 8.9534 9.9900  -0.887
52 O 12.3541 10.3176 9.7315  -0.868
53 H 12.4714 5.2353 7.0124  0.410
54 H 14.1691 6.3293 5.5077  0.361
55 H 14.8516 8.6761 6.0741  0.326
56 H 13.5690 10.0002 7.7380  0.354
57 C 13.2372 10.3261 17.0981  -1.637
58 C 14.5017 10.1119 16.2329  2.287
59 C 15.4950 9.2692 17.0652  -1.634
60 C 15.1070 11.4532 15.8380  -1.657
61 Si 13.9423 9.1357 14.6028  -0.996
62 Br 12.8238 10.9877 13.4923  -0.611
63 C 15.3049 8.5007 13.3973  2.945
64 C 15.7975 7.1154 13.8761  -1.849
65 C 16.5194 9.4618 13.4865  -2.119
66 C 14.7631 8.4881 11.9271  -1.761
67 C 12.5313 7.7997 14.8082  2.849
68 C 12.3104 7.0786 13.4685  -1.683
69 C 12.9732 6.7839 15.8903  -1.601
70 C 11.1889 8.4467 15.2314  -1.898
71 H 13.4765 11.0360 17.8969  0.604
72 H 12.9103 9.3796 17.5577  0.327
73 H 12.3579 10.7048 16.5242  -0.018
74 H 15.5319 9.7184 18.0768  0.525
75 H 16.5081 9.2285 16.6437  0.284
76 H 15.1480 8.2423 17.2067  0.322
77 H 15.6863 11.8628 16.6768  0.552
78 H 14.3325 12.1576 15.4896  0.263
79 H 15.8208 11.3998 15.0062  0.251
80 H 16.1396 7.2083 14.9217  0.354
81 H 16.6200 6.7871 13.2263  0.504
82 H 15.0247 6.3151 13.8461  0.294
83 H 16.8912 9.5652 14.5022  0.418
84 H 16.2927 10.4692 13.1327  0.366
85 H 17.3284 9.0773 12.8635  0.581
86 H 14.3886 7.5329 11.5908  0.350
87 H 15.6109 8.7834 11.2429  0.421
88 H 14.0187 9.2909 11.7374  0.062
89 H 13.0942 6.3357 13.2942  0.272
90 H 12.2676 7.8024 12.6201  0.032
91 H 11.3615 6.5035 13.5110  0.537
92 H 13.9383 6.2795 15.5551  0.294
93 H 12.1706 6.0551 16.0910  0.502
94 H 13.2281 7.2685 16.8602  0.243
95 H 10.7846 9.1296 14.4452  0.229
96 H 11.2277 9.0873 16.1351  0.153
97 H 10.4741 7.6176 15.4659  0.579

Atomic forces in eV per Å
Sr 0.741 -0.459 -0.734
C 0.209 -0.088 -0.614
C -0.563 -0.470 1.473
S 0.310 0.380 0.381
C 2.101 0.269 0.234
C -0.916 -1.268 0.268
S 0.718 0.093 0.043
C -0.137 -1.052 1.228
C 0.397 -0.757 -0.745
S -0.774 -0.149 0.409
C 0.547 -0.704 -0.651
C -0.875 0.034 0.580
S -0.421 0.557 0.525
H 0.369 0.315 0.153
H -0.232 0.198 0.075
H 0.695 0.179 -0.201
H -0.173 0.040 -0.423
H 0.188 -0.532 -0.292
H -0.906 0.738 -0.664
H -0.310 -0.214 -0.135
H -0.300 0.529 -0.255
H -0.355 0.717 0.166
H -0.093 0.262 -0.535
H 0.846 -0.259 -0.245
H -0.348 0.984 0.057
H -0.371 0.158 0.168
H 0.061 0.274 0.152
H -0.029 0.400 -0.778
H 0.525 -0.043 -0.138
O 0.282 0.434 0.588
C -3.445 -3.095 -0.568
O 0.639 0.015 -0.642
C 1.641 2.132 -1.333
C -0.400 -0.210 1.003
C 1.255 -0.114 0.189
C 0.449 0.037 0.227
C -0.272 0.499 -0.456
N -0.019 -0.295 0.842
H 0.343 -0.263 0.515
H -0.109 -0.027 0.052
H -0.758 0.010 -0.177
H 0.279 -0.117 -0.209
Br 0.370 0.776 -0.699
C 0.061 0.381 -0.431
C 0.185 0.581 0.916
C -0.621 0.708 0.701
C 0.603 -0.031 -0.403
C -0.758 -0.637 0.039
C 1.218 -1.068 -1.040
C -0.435 0.146 0.290
O -0.284 -0.045 0.216
O 0.067 0.576 0.302
H -0.053 -0.326 -0.018
H -0.215 0.217 0.467
H -0.634 -0.126 0.206
H 0.023 -0.438 0.158
C -0.356 -0.064 -0.299
C -0.577 -1.108 -0.832
C -0.137 0.236 0.240
C 0.246 0.518 -0.336
Si -0.712 0.451 -0.062
Br 0.270 -0.724 0.247
C -0.289 0.483 -0.018
C -0.476 -0.154 0.035
C -0.307 -0.084 -0.233
C 1.173 1.326 -0.346
C 0.142 0.735 0.510
C -0.331 0.101 -0.170
C 1.270 0.062 0.032
C -0.479 0.283 0.145
H -0.082 -0.021 0.004
H 0.183 0.307 -0.038
H 0.828 0.020 0.343
H 0.267 -0.141 -0.369
H -0.255 0.116 0.100
H 0.032 0.038 -0.050
H -0.353 0.127 0.040
H 0.333 -0.193 0.487
H -0.172 -0.190 0.237
H 0.146 -0.258 -0.390
H -0.010 0.068 0.256
H 0.512 0.659 -0.085
H 0.099 -0.129 0.121
H -0.150 -0.067 -0.119
H 0.062 -0.075 -0.044
H -0.198 -0.236 0.077
H -0.640 -0.513 0.573
H 0.260 -0.676 0.133
H -0.057 0.244 -0.204
H -0.140 -0.698 0.514
H 0.345 0.397 -0.084
H -1.430 0.254 0.529
H 0.368 0.045 -0.208
H -0.359 -0.218 -0.567
H 0.150 -0.835 0.381
H 0.210 -0.595 -0.386
H 0.297 0.654 -0.401

Properties
HOMO level ... -8.40 eV
Frontier orbital gap ... 8.41 eV
E_LUMO ... 0.0 eV
Electronic energy ... -236873.3822 eV